# 1
# C6H16NO

2 unconnected molecules or ions with the total composition C6H16NO at a distorted geometry (ωB97M-V with the def2-TZVPD basis set, the Open Molecules 2025 dataset).

```
24
Properties=species:S:1:pos:R:3:mulliken_charge:R:1
H 2.782 1.740 1.074 0.34
C -2.259 -0.667 -0.346 -0.40
H -3.167 -0.690 -0.932 0.37
C 0.733 1.235 0.363 -0.40
C -1.101 -0.215 -0.803 0.55
H -0.236 0.365 -2.763 0.33
H -3.382 -1.093 1.356 0.49
H 0.182 1.975 -0.262 0.41
H 2.294 -1.028 2.185 0.33
H -2.828 -2.382 0.708 0.43
H 0.304 -0.905 0.570 0.49
N 2.217 1.405 0.306 -0.22
C 0.242 -0.143 -0.184 -0.70
H -1.884 0.075 -2.780 0.49
H 2.670 1.879 -0.502 0.37
C -2.517 -1.418 0.942 -1.62
H -1.877 -1.496 1.810 0.34
H 2.508 0.456 0.215 0.34
O 2.847 -0.868 1.325 -0.52
H 0.962 -0.460 -0.929 0.48
C -1.185 0.521 -2.184 -1.59
H 3.554 -1.245 1.502 0.18
H 0.413 1.348 1.429 0.22
H -1.275 1.612 -2.101 0.31
```

Values from the calculation:
- Gap between HOMO and LUMO: 8.98 eV
- Calculated total energy: -367.8765 hartree
- 2S+1: 1
- E_HOMO: -0.4548 Ha
- Charge: +1
- Maximum force: 12.73 eV/A
- Energy relative to the best compared isomer or geometry (same formula, charge and spin): 2.882 eV

=====

# 2
# C6H16NO

A gas-phase ion, C6H16NO (charge +1) at a distorted geometry (ωB97M-V with the def2-TZVPD basis set, the Open Molecules 2025 dataset).

```
24
Properties=species:S:1:pos:R:3:mulliken_charge:R:1
H 1.755 0.811 0.153 0.44
C 0.207 -0.846 2.026 -0.44
H 0.191 -1.791 2.571 0.38
H 1.066 -2.018 0.457 0.32
O -2.134 -0.416 -1.666 -0.53
H -1.123 1.839 -1.746 0.39
C -0.717 -0.487 -1.785 -0.84
H 1.800 -0.500 -1.082 0.32
H 2.232 -1.036 1.348 0.45
H -0.863 0.497 0.154 0.31
C 1.213 -0.027 -0.291 -1.00
H -0.036 2.442 -0.494 0.35
N -0.213 1.839 -1.294 -0.27
H -0.025 0.589 3.743 0.34
H -2.614 -0.970 -2.291 0.34
C -0.181 0.384 -0.684 0.29
H -0.371 -1.522 -1.784 0.41
H 1.607 -0.015 3.427 0.34
C 0.673 0.278 2.965 -1.05
H 0.594 2.047 -1.888 0.34
C 1.246 -1.047 0.914 -0.78
H -0.443 -0.183 -2.802 0.40
H 0.868 1.119 2.283 0.22
H -0.786 -0.673 1.620 0.30
```

Values from the calculation:
- Gap between HOMO and LUMO: 11.32 eV
- Calculated total energy: -367.9354 hartree
- 2S+1: 1
- E_HOMO: -0.5394 Ha
- Charge: +1
- SMILES string: CCCC[C@@H]([NH3+])CO
- Maximum force: 2.22 eV/A
- Energy relative to the best compared isomer or geometry (same formula, charge and spin): 1.279 eV

=====

# 3
# C6H16NO

2 unconnected molecules or ions with the total composition C6H16NO at a distorted geometry (ωB97M-V with the def2-TZVPD basis set, the Open Molecules 2025 dataset).

```
24
Properties=species:S:1:pos:R:3:mulliken_charge:R:1
H -0.211 -3.219 -2.347 0.38
H 1.261 -2.943 0.394 0.40
H -1.736 1.531 2.078 0.33
C 0.513 3.892 0.529 -0.54
H 1.537 -3.060 -2.223 0.36
C 0.603 -2.498 -2.295 -1.43
H -0.511 -2.954 0.199 0.38
H -0.338 -0.868 -1.192 0.22
N 0.226 -1.366 1.347 -0.19
H -0.495 -0.641 1.169 0.16
C 0.509 -1.559 -1.109 -0.09
H -1.934 2.029 -0.450 0.28
H 1.105 -0.871 1.508 0.38
H -0.014 -1.840 2.221 0.40
H 0.730 4.859 0.976 0.32
C 0.382 -2.336 0.191 -0.61
C -1.089 1.906 0.249 0.12
H -1.461 3.742 1.385 0.42
C -0.722 3.250 0.753 0.11
H 0.671 -1.997 -3.257 0.37
H -0.272 1.437 -0.301 0.15
H 1.295 3.467 -0.087 0.30
O -1.479 1.003 1.306 -0.52
H 1.431 -0.966 -1.043 0.31
```

Values from the calculation:
- Gap between HOMO and LUMO (alpha / beta): 9.31 / 5.59 eV
- <S²>: 0.752
- Calculated total energy: -367.4580 hartree
- 2S+1: 2
- E_HOMO (alpha / beta): -0.6789 / -0.6789 Ha
- Charge: +2
- Maximum force: 1.18 eV/A
- Energy relative to the best compared isomer or geometry (same formula, charge and spin): 1.547 eV

=====

# 4
# C6H16NO2

2 unconnected molecules or ions with the total composition C6H16NO2 at a distorted geometry (ωB97M-V with the def2-TZVPD basis set, the Open Molecules 2025 dataset).

```
25
Properties=species:S:1:pos:R:3:mulliken_charge:R:1
H 1.466 1.884 -2.364 0.43
C 0.621 1.308 -1.998 -0.29
C 0.150 1.869 -0.619 -0.57
H 0.014 0.408 -3.850 0.38
H -1.923 1.380 -1.001 0.31
C -1.194 -0.025 0.340 -0.46
H -0.540 -0.595 -0.348 0.26
O 0.300 -2.265 1.302 -0.85
H 0.239 0.343 1.724 0.30
C -0.434 0.906 -2.988 -1.23
H 1.523 -1.722 0.938 0.45
H -0.185 -1.584 3.150 0.30
H -1.637 2.044 0.679 0.46
H -2.144 -0.579 0.346 0.44
H -1.206 0.264 -2.573 0.26
N -0.658 -0.113 1.679 -0.51
H -1.028 1.768 -3.350 0.31
O 2.403 -1.248 0.556 -0.76
H 3.080 -1.933 0.375 0.21
H 0.067 2.972 -0.613 0.33
H 0.943 1.594 0.078 0.27
C -1.256 1.441 -0.141 -0.94
C -0.497 -1.550 2.108 -0.57
H 1.137 0.382 -1.669 0.18
H -1.565 -1.926 2.039 0.30
```

Values from the calculation:
- Gap between HOMO and LUMO: 7.19 eV
- Calculated total energy: -443.4426 hartree
- 2S+1: 1
- E_HOMO: -0.1282 Ha
- Charge: -1
- Maximum force: 2.63 eV/A
- Energy relative to the best compared isomer or geometry (same formula, charge and spin): 0.621 eV

=====

# 5
# C6H16NSi

A gas-phase ion, C6H16NSi (charge +1) at a distorted geometry (ωB97M-V with the def2-TZVPD basis set, the Open Molecules 2025 dataset).

```
24
Properties=species:S:1:pos:R:3:mulliken_charge:R:1
Si -0.676 0.670 -0.869 0.37
H -0.777 -2.086 1.455 0.43
C -0.709 0.053 -2.741 -1.05
H -0.941 3.041 -1.339 0.35
H -0.316 -0.669 2.066 0.35
H 1.835 0.178 -0.967 0.51
H 1.808 0.929 0.477 0.56
C -1.470 -0.701 0.324 -0.86
H -0.632 0.955 -3.362 0.32
H 1.645 0.057 2.474 0.51
N -0.342 -1.203 1.262 0.04
H -2.152 2.483 -0.241 0.41
C -1.139 2.440 -0.528 -1.11
H 1.979 -1.762 2.601 0.35
C 2.000 -0.844 1.945 -1.42
H -1.911 -1.533 -0.296 0.33
H -2.324 -0.268 0.954 0.38
H 1.248 -2.027 0.212 0.55
H 0.098 -0.654 -2.945 0.33
H 2.975 -0.757 1.526 0.44
C 1.032 -1.195 0.823 -0.31
H -0.612 2.824 0.358 0.34
H -1.768 -0.300 -2.993 0.35
C 1.149 0.372 -0.196 -1.18
```

Values from the calculation:
- Gap between HOMO and LUMO (alpha / beta): 5.04 / 7.26 eV
- <S²>: 2.006
- Calculated total energy: -581.9493 hartree
- 2S+1: 3
- E_HOMO (alpha / beta): -0.2912 / -0.5324 Ha
- Charge: +1
- Maximum force: 5.74 eV/A

=====

# 6
# C6H16O

2 unconnected molecules or ions with the total composition C6H16O at a distorted geometry (ωB97M-V with the def2-TZVPD basis set, the Open Molecules 2025 dataset).

```
23
Properties=species:S:1:pos:R:3:mulliken_charge:R:1
O 2.717 0.897 -0.218 -0.59
H -2.051 0.987 0.008 0.43
C -0.437 2.150 1.355 -1.32
H -1.324 2.485 1.881 0.36
H -1.403 -0.056 -1.861 0.62
C 0.178 -1.268 -1.385 0.01
H -2.018 -0.716 0.394 0.59
C -0.457 0.539 1.346 -0.12
C -0.733 -0.016 -1.200 -0.62
H -0.739 -2.016 0.597 0.15
C -0.019 -2.320 -0.299 -1.31
H 0.366 2.429 2.008 0.37
H -0.447 2.453 0.323 0.33
H -0.013 -1.774 -2.331 0.38
C -1.356 0.093 0.150 -1.27
H 2.644 0.680 -1.120 0.28
H 0.920 -2.428 0.115 0.37
H 3.665 0.735 -0.056 0.30
H 1.259 -0.934 -1.297 -0.17
H 0.601 0.060 1.146 0.23
H -0.847 0.230 2.336 0.31
H -0.242 -3.249 -0.455 0.57
H -0.265 1.040 -1.437 0.10
```

Values from the calculation:
- Gap between HOMO and LUMO: 11.14 eV
- Calculated total energy: -313.3484 hartree
- 2S+1: 1
- E_HOMO: -0.3821 Ha
- SMILES string: CCCCCC.O
- Maximum force: 7.69 eV/A
- Energy relative to the best compared isomer or geometry (same formula, charge and spin): 2.590 eV